Here is a molecular structure, C10H20BrF7O3SSb from the Open Molecules 2025 dataset. Energies are from the ωB97M-V functional and the def2-TZVPD basis.

Structure (XYZ):
```
43
Properties=species:S:1:pos:R:3:lowdin_charge:R:1
O -4.26 0.95 1.17 -0.44
S -2.81 1.02 0.99 0.55
O -2.26 2.29 0.50 -0.43
Sb -1.87 -1.13 -0.33 0.79
C -2.78 -0.13 -2.09 -0.42
C -2.46 -0.80 -3.43 -0.41
C -1.43 -0.09 -4.29 -0.63
Br 0.37 -0.35 -3.60 0.63
C -2.17 0.95 2.78 -0.49
F -2.72 -0.15 3.39 0.06
F -0.81 0.78 2.74 0.05
C -2.47 2.19 3.65 -0.36
F -3.74 2.63 3.43 0.13
F -1.62 3.20 3.33 0.13
C -2.34 1.93 5.18 -0.56
F -2.12 3.07 5.84 0.16
F -3.45 1.39 5.68 0.17
F -1.33 1.10 5.45 0.18
H -0.41 -0.20 -0.52 -0.09
H -1.27 -1.74 1.20 -0.11
H -3.45 -1.80 0.04 -0.08
H -1.32 -2.51 -1.23 -0.09
H -2.47 0.92 -2.12 0.05
H -3.86 -0.13 -1.92 0.05
H -2.13 -1.84 -3.29 0.06
H -3.38 -0.86 -4.04 0.10
H -1.59 0.99 -4.30 0.05
H -1.41 -0.47 -5.31 0.05
C 5.49 -2.01 -0.68 -0.08
C 4.94 -0.90 -1.58 -0.29
O 3.54 -0.90 -1.70 -0.18
C 2.80 -0.71 -0.50 -0.28
C 3.09 0.60 0.21 -0.07
H 5.15 -2.98 -1.03 0.08
H 6.58 -1.99 -0.70 0.07
H 5.17 -1.89 0.35 0.06
H 5.31 -1.04 -2.60 0.12
H 5.31 0.07 -1.24 0.11
H 2.96 -1.56 0.18 0.11
H 1.76 -0.74 -0.80 0.06
H 4.12 0.67 0.56 0.06
H 2.44 0.70 1.08 0.08
H 2.89 1.44 -0.46 0.08
```

HOMO, hartree: -0.1735
Orbital gap, eV: 7.51
Net charge: -1



Here is 2 unconnected molecules or ions with the total composition C10H20BrN3O4 from the Open Molecules 2025 dataset. Energies are from the ωB97M-V functional and the def2-TZVPD basis.

Structure (XYZ):
```
38
Properties=species:S:1:pos:R:3:lowdin_charge:R:1
C 2.80 0.41 -2.23 -0.06
N 1.40 0.54 -2.66 0.04
C 0.34 0.88 -1.92 -0.46
O -0.76 0.94 -2.45 0.04
C 0.50 1.19 -0.42 -0.19
C 0.54 -0.12 0.40 -0.13
C 1.28 0.02 1.74 -0.09
C 2.70 0.54 1.56 -0.59
N 3.01 1.72 2.05 0.19
O 3.54 -0.08 0.92 0.02
N -0.57 2.07 0.07 0.12
C -0.47 2.97 1.04 -0.53
C -1.71 3.79 1.32 0.01
O 0.55 3.15 1.70 0.02
H 2.92 -0.45 -1.56 0.07
H 3.13 1.31 -1.71 0.09
H 3.44 0.26 -3.10 0.09
H 1.19 0.33 -3.62 0.14
H 1.45 1.72 -0.31 0.14
H -0.48 -0.47 0.57 0.11
H 1.06 -0.88 -0.18 0.09
H 1.33 -0.97 2.21 0.12
H 0.72 0.67 2.40 0.11
H 2.26 2.33 2.35 0.08
H 3.95 2.04 1.88 0.12
H -1.45 2.01 -0.44 0.14
H -1.97 4.36 0.43 0.09
H -1.51 4.47 2.15 0.08
H -2.53 3.13 1.59 0.08
O -3.40 -5.19 -1.60 -0.11
C -3.60 -4.05 -0.76 -0.35
C -2.45 -3.90 0.23 -0.55
Br -0.73 -3.60 -0.72 0.62
H -3.21 -5.99 -1.07 0.09
H -3.69 -3.15 -1.38 0.12
H -4.54 -4.17 -0.21 0.11
H -2.37 -4.79 0.85 0.06
H -2.65 -3.04 0.88 0.06
```

HOMO, hartree: -0.3481
SMILES: CNC(=O)[C@H](CCC(N)=O)NC(C)=O.OCCBr
Orbital gap, eV: 10.05
Net charge: 0



Here is 9 unconnected molecules or ions with the total composition C10H20Cl16N2O6P2 from the Open Molecules 2025 dataset. Energies are from the ωB97M-V functional and the def2-TZVPD basis.

Structure (XYZ):
```
56
Properties=species:S:1:pos:R:3:lowdin_charge:R:1
N 1.37 4.01 -3.26 0.18
C 0.95 2.96 -3.61 -0.17
O 0.68 1.71 -4.28 -0.08
N 0.96 0.68 -3.43 -0.34
P -0.23 -0.63 -3.47 0.91
P -2.04 0.31 -2.62 0.48
O -2.79 -0.64 -1.67 -0.37
O -3.04 0.97 -3.84 -0.20
O -1.43 1.58 -1.61 -0.24
C 2.28 0.06 -3.70 -0.47
O 2.78 0.08 -4.84 0.12
O 2.90 -0.59 -2.58 0.02
H -0.48 -1.05 -4.82 -0.09
H -2.87 0.51 -4.69 0.07
H -0.75 1.10 -1.06 0.03
H 2.21 -1.22 -2.23 0.07
Cl 1.55 4.40 0.59 0.50
C 1.57 5.94 -0.29 -1.04
Cl 1.44 7.31 0.82 0.51
H 2.51 6.02 -0.84 0.03
H 0.73 5.96 -0.98 -0.02
Cl -1.80 5.44 -2.43 0.52
C -2.95 4.41 -1.57 -1.02
Cl -4.61 4.72 -2.12 0.51
H -2.71 3.37 -1.76 -0.02
H -2.89 4.62 -0.51 0.03
Cl 1.31 0.80 4.30 0.52
C 0.59 1.56 2.88 -1.03
Cl 0.21 0.36 1.64 0.51
H -0.33 2.06 3.18 -0.03
H 1.29 2.29 2.47 -0.01
Cl -2.84 1.52 3.74 0.54
C -2.63 0.30 5.00 -1.00
Cl -3.58 -1.15 4.65 0.55
H -1.57 0.03 5.05 -0.05
H -2.95 0.71 5.95 0.04
Cl 0.59 -3.31 -5.63 0.51
C 1.93 -4.20 -4.88 -0.99
Cl 1.86 -4.10 -3.12 0.50
H 1.87 -5.24 -5.18 0.03
H 2.87 -3.77 -5.22 0.03
Cl 6.38 -2.99 -0.24 0.51
C 5.58 -2.27 -1.64 -1.03
Cl 5.17 -3.49 -2.85 0.49
H 4.66 -1.78 -1.31 0.00
H 6.24 -1.53 -2.08 0.03
Cl -0.20 -2.14 5.24 0.52
C -0.77 -3.17 3.93 -1.02
Cl 0.11 -4.70 3.88 0.51
H -1.83 -3.38 4.08 -0.02
H -0.63 -2.65 2.98 0.02
Cl -2.54 -5.72 6.20 0.51
C -3.41 -4.27 6.70 -1.04
Cl -3.28 -4.01 8.45 0.51
H -2.99 -3.41 6.18 -0.05
H -4.46 -4.38 6.44 0.03
```

HOMO, hartree: -0.3971
SMILES: N#CON(PP(=O)(O)O)C(=O)O.ClCCl.ClCCl.ClCCl.ClCCl.ClCCl.ClCCl.ClCCl.ClCCl
Orbital gap, eV: 10.15
Net charge: 0



Here is a gas-phase ion, C10H20ClN2O2 (charge +1) from the Open Molecules 2025 dataset. Energies are from the ωB97M-V functional and the def2-TZVPD basis.

Structure (XYZ):
```
35
Properties=species:S:1:pos:R:3:lowdin_charge:R:1
C -2.52 -2.57 0.77 -0.11
C -2.12 -2.75 -0.70 -0.25
C -1.67 -1.46 -1.39 -0.16
C -0.46 -0.84 -0.70 -0.23
O -0.09 0.33 -1.42 -0.08
N 1.00 1.06 -0.91 -0.10
C 2.27 0.34 -0.99 -0.11
C 2.92 0.15 0.38 -0.08
N 1.86 -0.22 1.37 0.07
C 0.92 0.93 1.62 -0.06
C 0.74 1.77 0.33 -0.30
C -0.64 2.42 0.32 -0.12
C -0.83 3.34 -0.87 -0.78
O -1.69 3.25 -1.68 0.10
Cl 0.35 4.66 -0.92 0.71
H -3.14 -1.68 0.92 0.08
H -1.64 -2.49 1.43 0.06
H -3.09 -3.43 1.13 0.08
H -1.33 -3.51 -0.77 0.11
H -2.97 -3.15 -1.25 0.11
H -1.38 -1.68 -2.42 0.13
H -2.48 -0.73 -1.40 0.13
H 0.36 -1.59 -0.70 0.12
H -0.71 -0.59 0.34 0.10
H 2.98 0.88 -1.64 0.14
H 2.10 -0.63 -1.46 0.13
H 3.66 -0.66 0.33 0.14
H 3.40 1.05 0.75 0.14
H 2.28 -0.51 2.25 0.19
H 1.32 -1.02 1.02 0.15
H -0.03 0.52 1.97 0.13
H 1.34 1.54 2.43 0.15
H 1.47 2.59 0.35 0.13
H -0.72 3.03 1.22 0.14
H -1.45 1.68 0.28 0.13
```

HOMO, hartree: -0.4759
SMILES: CCCCON1CC[NH2+]C[C@@H]1CC(=O)Cl
Orbital gap, eV: 9.53
Net charge: +1
Relative energy (zero: lowest compared OMol25 entry of this formula, charge and spin), eV: 0.000



Here is a molecular structure, C10H20F6KNO8S2 from the Open Molecules 2025 dataset. Energies are from the ωB97M-V functional and the def2-TZVPD basis.

Structure (XYZ):
```
48
Properties=species:S:1:pos:R:3:lowdin_charge:R:1
K 10.99 9.08 -19.57 0.87
C 11.34 11.39 -23.39 -0.62
F 10.32 10.94 -24.10 0.15
F 12.22 10.44 -23.23 0.18
F 11.91 12.44 -24.03 0.16
S 10.71 12.00 -21.63 0.75
O 11.89 11.92 -20.79 -0.28
O 10.24 13.37 -21.89 -0.23
N 9.61 10.65 -21.22 -0.27
S 8.23 11.13 -21.56 0.59
O 7.80 12.35 -20.85 -0.13
O 8.00 11.19 -23.01 -0.11
C 7.10 9.69 -20.97 -0.62
F 6.93 9.71 -19.66 0.18
F 5.95 9.92 -21.57 0.18
F 7.56 8.51 -21.45 0.14
C 10.94 14.26 -15.40 -0.09
O 10.99 13.17 -16.28 -0.20
C 11.46 11.96 -15.77 -0.19
C 11.58 10.98 -16.97 -0.22
O 10.43 10.29 -17.16 -0.29
C 9.20 10.99 -17.47 -0.04
H 10.70 15.08 -16.08 0.10
H 11.92 14.44 -14.95 0.09
H 10.23 14.12 -14.59 0.09
H 10.86 11.50 -14.98 0.13
H 12.41 12.11 -15.25 0.12
H 12.47 10.36 -16.87 0.13
H 11.65 11.57 -17.89 0.11
H 8.89 11.58 -16.61 0.10
H 8.50 10.18 -17.68 0.09
H 9.32 11.58 -18.38 0.08
C 14.25 9.24 -21.36 -0.07
O 13.26 8.27 -21.03 -0.27
C 13.28 7.07 -21.71 -0.22
C 12.07 6.20 -21.45 -0.20
O 10.84 6.87 -21.44 -0.22
C 10.42 7.35 -22.70 -0.07
H 14.05 10.13 -20.76 0.09
H 14.33 9.56 -22.40 0.09
H 15.18 8.74 -21.09 0.10
H 14.24 6.59 -21.51 0.14
H 13.34 7.33 -22.77 0.12
H 12.18 5.59 -20.55 0.14
H 12.21 5.46 -22.24 0.14
H 9.70 8.14 -22.52 0.07
H 9.99 6.51 -23.25 0.10
H 11.25 7.51 -23.38 0.09
```

<S²>: 0.7654
HOMO (spin up / spin down), hartree: -0.4540 / -0.4540
Orbital gap (spin up / spin down), eV: 8.93 / 3.79
Spin multiplicity: 2
Net charge: +1



Here is a molecular structure, C10H20F9GaIN2OS from the Open Molecules 2025 dataset. Energies are from the ωB97M-V functional and the def2-TZVPD basis.

Structure (XYZ):
```
45
Properties=species:S:1:pos:R:3:lowdin_charge:R:1
F -0.96 -3.83 -2.69 -0.01
C 0.24 -3.02 -2.36 -0.21
F 0.97 -3.82 -1.29 -0.02
C -0.16 -1.60 -1.57 -0.08
C 0.99 -1.08 -0.53 -0.22
C 0.48 -1.07 1.06 -0.28
C -0.79 0.00 1.25 -0.34
Ga -0.15 2.00 1.12 0.28
C 1.43 2.19 2.45 -0.36
C 2.63 3.00 1.66 -0.42
C 4.11 2.43 2.11 -0.64
I 4.48 0.60 0.93 0.62
C 1.32 -2.83 -3.56 -0.21
F 2.05 -4.14 -3.70 -0.01
F 2.40 -1.82 -3.27 0.02
S 0.64 -2.43 -5.25 1.09
F -0.78 -1.68 -4.67 -0.18
F -0.09 -3.96 -5.48 -0.18
F 2.10 -3.10 -5.92 -0.21
F 1.50 -0.91 -5.17 -0.21
F 0.14 -2.01 -6.84 -0.19
H -0.46 -0.74 -2.31 0.13
H -1.13 -1.88 -0.93 0.13
H 1.18 0.07 -0.78 0.09
H 2.05 -1.60 -0.66 0.10
H 0.06 -2.13 1.31 0.09
H 1.40 -0.81 1.74 0.07
H -1.21 -0.21 2.34 0.04
H -1.62 -0.24 0.43 0.04
H 0.27 2.40 -0.39 -0.10
H -1.31 3.02 1.62 -0.09
H 1.80 1.11 2.75 0.03
H 1.12 2.74 3.45 0.05
H 2.61 4.16 1.87 0.10
H 2.53 2.82 0.50 0.05
H 4.88 3.28 1.88 0.05
H 4.08 2.13 3.24 0.05
C -4.40 1.86 3.11 -0.72
O -3.35 2.44 2.89 -0.01
N -4.47 0.72 3.82 0.14
N -5.59 2.32 2.67 0.14
H -5.33 0.23 4.01 0.09
H -3.60 0.34 4.16 0.11
H -5.58 3.18 2.14 0.11
H -6.47 1.86 2.85 0.09
```

HOMO, hartree: -0.1600
Orbital gap, eV: 4.03
Net charge: -1



E per entry: -4530.1577 -3432.3430 -8999.6679 -1112.9084 -3044.7633 -4096.9688 a.u.